A structure of composition C31H37CsF9N2O2P2, computed with ωB97M-V with the def2-TZVPD basis set.

- Charge: +1
- Energy: -83402.369 eV
- Orbital gap: 8.854 eV

Each line ends with the Löwdin charge.
Geometry (Å):
Cs (0.59088, -1.27535, -1.86723)  0.87
P (0.40638, 0.64140, 1.51284)  1.07
P (-1.55409, -3.19501, -4.39892)  0.73
F (-1.67719, 0.08991, 7.87034)  0.15
F (6.16243, 4.08959, 0.93089)  0.15
F (6.88808, 2.44633, 2.13686)  0.15
F (6.70537, 2.22059, -0.00924)  0.14
F (-3.48735, 6.13599, 1.23624)  0.16
F (-4.77187, 4.72105, 0.21625)  0.13
F (-3.21928, 5.76143, -0.87432)  0.13
F (0.43477, 0.40010, 8.20589)  0.15
F (-0.31568, -1.59344, 7.82194)  0.14
O (2.90448, -1.99121, -0.05947)  -0.33
O (2.08099, -3.94628, -1.95656)  -0.32
N (-3.94974, 1.62711, -2.62939)  -0.19
N (-2.10611, 0.10831, -1.98375)  0.06
C (-2.93589, -2.08123, -4.85983)  -0.32
C (-0.80842, -3.49261, -6.04903)  -0.30
C (2.92687, 1.39430, 2.58915)  -0.05
C (0.10764, 0.39870, 3.29772)  -0.38
C (-0.68656, 2.06904, 1.16558)  -0.37
C (-2.04159, 1.76869, 1.04489)  -0.09
C (-2.96712, 2.76452, 0.78728)  -0.01
C (2.57839, 1.80268, 0.25048)  -0.10
C (-0.25008, -0.08012, 6.00779)  -0.11
C (3.25059, -4.12458, -1.17639)  -0.20
C (-3.50936, 5.17232, 0.30686)  -0.59
C (-2.53441, 4.07150, 0.61788)  -0.12
C (-2.46895, -4.76850, -4.17208)  -0.31
C (-0.45216, -0.30460, 7.48278)  -0.59
C (3.87630, 2.25653, 0.12490)  0.00
C (6.12377, 2.75334, 1.08143)  -0.59
C (2.08419, 1.36744, 1.48435)  -0.38
C (3.04978, -2.21511, 1.33346)  -0.08
C (-0.26335, 1.22663, 5.52936)  0.01
C (4.71082, 2.26095, 1.23822)  -0.11
C (-0.08438, 1.46356, 4.18080)  -0.06
C (-0.26661, 3.38703, 1.00651)  -0.06
C (-3.61323, 2.90138, -3.26328)  -0.01
C (4.23929, 1.83544, 2.46672)  0.01
C (1.50158, -5.17851, -2.34994)  -0.09
C (-0.07051, -1.14650, 5.14567)  0.01
C (3.80773, -2.76072, -0.84071)  -0.20
C (-5.25836, 1.51708, -1.99002)  -0.03
C (-2.97357, 0.82684, -2.25750)  -0.31
C (0.10340, -0.90134, 3.78873)  -0.08
C (-1.18714, 4.38545, 0.72816)  0.01
H (3.99965, -4.69542, -1.73861)  0.14
H (-6.03178, 1.68030, -2.73931)  0.10
H (-5.37231, 2.26018, -1.19717)  0.08
H (-0.33975, -2.57872, -6.41584)  0.03
H (2.19657, -5.76031, -2.96266)  0.10
H (-3.53580, 3.70391, -2.52708)  0.08
H (-0.07222, -2.15831, 5.52556)  0.12
H (-0.41284, 2.05115, 6.21453)  0.13
H (-0.09489, 2.48144, 3.81099)  0.12
H (-1.55492, -3.82030, -6.77515)  0.05
H (0.61414, -4.94478, -2.93532)  0.06
H (0.77997, 3.64551, 1.10502)  0.11
H (2.57136, 1.06179, 3.55544)  0.11
H (-3.53852, -2.50275, -5.66669)  0.04
H (-3.10242, -4.98824, -5.03360)  0.05
H (-4.02002, 2.52761, 0.72341)  0.11
H (2.86283, -3.26006, 1.59904)  0.10
H (-3.56964, -1.90927, -3.98932)  0.03
H (-2.54038, -1.11600, -5.17876)  0.03
H (3.97942, -2.20441, -1.76532)  0.13
H (4.89159, 1.84260, 3.32902)  0.13
H (2.31989, -1.58709, 1.83760)  0.05
H (1.21388, -5.77331, -1.47735)  0.10
H (-0.85766, 5.40933, 0.60454)  0.13
H (3.01074, -4.69034, -0.26714)  0.13
H (-4.39286, 3.14834, -3.98236)  0.10
H (1.93426, 1.79383, -0.62326)  0.10
H (-2.66772, 2.80416, -3.79076)  0.10
H (4.25109, 2.59496, -0.83237)  0.13
H (-3.09325, -4.70959, -3.28016)  0.04
H (-2.37847, 0.74404, 1.15434)  0.11
H (0.22630, -1.73529, 3.10813)  0.10
H (-5.37680, 0.52004, -1.57332)  0.10
H (-1.76735, -5.59266, -4.03614)  0.03
H (4.76899, -2.86177, -0.32768)  0.14
H (-0.03414, -4.25721, -5.97311)  0.03
H (4.05232, -1.93347, 1.66856)  0.10